Run A
DFT (wB97M-V/def2-TZVPD) results for an isolated ion of composition C9H10NOS and charge +1.

The value obtained for the HOMO energy is -12.885 eV. The molar mass comes out at 180.252 g mol⁻¹. Its charge is +1. As for the HOMO-LUMO gap: 9.203 eV. The LUMO energy comes out at -3.68 eV.

Atoms and positions in Å:
C1 -3.112 0.708 -0.147
C2 -2.960 0.543 -1.545
C3 -2.051 0.458 0.713
C4 -1.764 0.356 -2.120
C5 -0.807 0.132 0.152
C6 -0.709 0.214 -1.273
C7 1.402 -0.177 -0.020
C8 0.543 -0.085 2.236
C9 3.670 -0.845 -0.344
N1 0.375 0.058 0.813
O1 2.627 -0.322 0.500
S1 1.019 -0.075 -1.707
H1 -4.108 0.993 0.329
H2 -3.813 0.376 -2.146
H3 -2.311 0.560 1.842
H4 -1.413 0.319 -3.169
H5 -0.222 -0.848 2.440
H6 1.484 -0.472 2.429
H7 0.452 0.875 2.760
H8 4.463 -0.643 0.197
H9 3.764 -0.259 -1.321
H10 3.473 -1.869 -0.620

These are the Mulliken partial charges, in e, on atoms 1 to 4: atom 1 (C): -0.594, atom 2 (C): -0.513, atom 3 (C): -0.246, atom 4 (C): -0.567

=====

Run B
DFT (wB97M-V/def2-TZVPD) results for an isolated ion of composition C9H10NOS and charge +1.

The value obtained for the HOMO energy (alpha / beta) is -10.994 / -10.765 eV. The molar mass comes out at 180.252 g mol⁻¹. Its charge is +1. As for the HOMO-LUMO gap (alpha / beta): 6.617 / 5.936 eV. The LUMO energy (alpha / beta) comes out at -4.38 / -4.83 eV.

Atoms and positions in Å:
C1 0.965 -1.463 2.246
C2 -0.064 -1.506 1.218
C3 -1.827 1.357 -2.923
C4 0.334 1.827 -2.143
C5 1.917 -0.697 2.703
C6 -1.516 0.462 -1.987
C7 0.516 0.067 -0.470
C8 2.868 0.290 3.149
C9 -2.372 -0.543 -1.397
N1 -0.246 0.760 -1.591
O1 -0.208 -0.791 0.150
S1 -0.509 2.405 -3.402
H1 0.670 -2.396 2.832
H2 -0.885 -2.352 1.285
H3 -2.620 1.384 -3.672
H4 1.337 2.184 -1.921
H5 3.924 -0.200 3.454
H6 3.089 1.005 2.226
H7 2.566 0.969 3.932
H8 -2.555 -0.475 -0.309
H9 -3.331 -0.622 -1.950
H10 -2.053 -1.663 -1.429

These are the Mulliken partial charges, in e, on atoms 1 to 4: atom 1 (C): -0.271, atom 2 (C): 0.205, atom 3 (C): -0.304, atom 4 (C): 0.042

=====

Most stable structure: run A

=====

Run A
DFT (wB97M-V/def2-TZVPD) results for an isolated ion of composition C5H10NO and charge +1.

The value obtained for the HOMO energy is -15.055 eV. The molar mass comes out at 100.141 g mol⁻¹. Its SMILES is C[C@@H]1C[N+](C)=CO1. Its charge is +1. As for the HOMO-LUMO gap: 10.834 eV. The LUMO energy comes out at -4.22 eV.

Atoms and positions in Å:
C1 -0.946 1.183 1.844
C2 -1.006 0.854 0.307
C3 -0.560 -0.616 0.009
N1 0.662 -0.398 -0.806
C4 1.413 -1.545 -1.106
C5 0.698 0.845 -1.172
O1 -0.222 1.632 -0.635
H1 0.032 1.560 1.988
H2 -1.097 0.356 2.452
H3 -1.638 1.960 2.072
H4 -2.129 0.938 0.273
H5 -0.233 -1.351 0.854
H6 -1.367 -1.071 -0.456
H7 1.776 -2.086 -0.275
H8 2.452 -1.328 -1.650
H9 0.861 -2.234 -1.909
H10 1.304 1.301 -1.789

These are the Mulliken partial charges, in e, on atoms 1 to 4: atom 1 (C): -1.381, atom 2 (C): 0.382, atom 3 (C): -0.674, atom 4 (N): 0.124

=====

Run B
DFT (wB97M-V/def2-TZVPD) results for an isolated ion of composition C5H10NO and charge +1.

The value obtained for the HOMO energy is -15.158 eV. The molar mass comes out at 100.141 g mol⁻¹. Its SMILES is CC[N+]1=CC[C@@H]1O. Its charge is +1. As for the HOMO-LUMO gap: 10.244 eV. The LUMO energy comes out at -4.91 eV.

Atoms and positions in Å:
C1 -1.975 0.290 0.351
C2 -1.038 -0.375 -0.690
N1 0.385 -0.335 -0.424
C3 1.213 -1.228 0.056
C4 2.283 -0.271 0.423
C5 1.207 0.839 -0.601
O1 0.773 1.999 0.002
H1 -1.597 1.220 0.527
H2 -2.901 0.223 -0.074
H3 -2.016 -0.458 1.259
H4 -1.295 0.092 -1.675
H5 -1.154 -1.464 -0.958
H6 1.152 -2.327 0.343
H7 2.251 0.087 1.428
H8 3.383 -0.474 0.115
H9 1.587 0.904 -1.564
H10 0.795 2.125 0.928

These are the Mulliken partial charges, in e, on atoms 1 to 4: atom 1 (C): -1.048, atom 2 (C): -0.518, atom 3 (N): 0.233, atom 4 (C): 0.246

=====

Most stable structure: run A

=====

Run A
DFT (wB97M-V/def2-TZVPD) results for an isolated ion of composition C5H10NO and charge +1.

The value obtained for the HOMO energy (alpha / beta) is -14.724 / -14.478 eV. The molar mass comes out at 100.141 g mol⁻¹. Its charge is +1. As for the HOMO-LUMO gap (alpha / beta): 7.939 / 7.661 eV. The LUMO energy (alpha / beta) comes out at -6.78 / -6.82 eV.

Atoms and positions in Å:
C1 2.150 0.205 0.201
C2 0.744 0.499 0.520
C3 -1.552 -1.393 0.549
C4 -0.236 0.246 -0.539
C5 -1.642 0.001 -0.180
N1 2.422 1.402 -0.511
O1 1.783 2.022 -1.288
H1 2.845 0.120 1.086
H2 2.396 -0.531 -0.538
H3 0.398 1.013 1.377
H4 -0.931 -2.113 0.034
H5 -2.563 -1.681 0.667
H6 -1.159 -1.206 1.517
H7 -0.301 1.303 -1.099
H8 0.042 -0.401 -1.368
H9 -2.079 0.664 0.586
H10 -2.315 -0.150 -1.014

These are the Mulliken partial charges, in e, on atoms 1 to 4: atom 1 (C): -0.398, atom 2 (C): 0.037, atom 3 (C): -1.258, atom 4 (C): -0.415

=====

Run B
DFT (wB97M-V/def2-TZVPD) results for an isolated ion of composition C5H10NO and charge +1.

The value obtained for the HOMO energy is -14.470 eV. The molar mass comes out at 100.141 g mol⁻¹. Its SMILES is C=C([NH3+])CCC=O. Its charge is +1. As for the HOMO-LUMO gap: 11.125 eV. The LUMO energy comes out at -3.34 eV.

Atoms and positions in Å:
C1 1.383 -1.505 -0.196
C2 0.310 -0.867 -0.586
N1 0.381 0.120 -1.697
C3 -1.062 -0.931 0.043
C4 -1.312 0.195 1.103
C5 -0.071 1.029 1.231
O1 0.232 1.822 0.370
H1 2.415 -1.526 -0.533
H2 1.317 -2.164 0.665
H3 1.206 -0.039 -2.275
H4 0.337 1.069 -1.282
H5 -0.435 0.024 -2.293
H6 -1.123 -1.898 0.520
H7 -1.820 -0.898 -0.731
H8 -2.091 0.835 0.690
H9 -1.727 -0.198 2.017
H10 0.606 0.844 2.075

These are the Mulliken partial charges, in e, on atoms 1 to 4: atom 1 (C): -0.954, atom 2 (C): 0.394, atom 3 (N): -0.148, atom 4 (C): -0.863

=====

Run C
DFT (wB97M-V/def2-TZVPD) results for a 2-piece molecular cluster, C5H10NO overall.

The value obtained for the HOMO energy is -13.444 eV. The molar mass comes out at 100.141 g mol⁻¹. Its charge is +1. As for the HOMO-LUMO gap: 8.653 eV. The LUMO energy comes out at -4.79 eV.

Atoms and positions in Å:
C1 -2.895 -0.371 -0.311
C2 -0.943 0.709 0.689
C3 1.721 0.231 1.148
C4 1.039 0.266 -1.377
C5 0.844 -0.276 -0.038
N1 -1.950 0.272 0.236
O1 0.485 -1.519 0.076
H1 -3.508 -0.998 0.321
H2 -3.336 0.024 -1.274
H3 -0.707 1.294 1.533
H4 2.603 -0.306 1.254
H5 2.087 1.254 0.965
H6 1.190 0.084 2.225
H7 0.137 0.198 -1.966
H8 1.897 -0.339 -1.707
H9 1.265 1.354 -1.119
H10 0.070 -1.878 -0.654

These are the Mulliken partial charges, in e, on atoms 1 to 4: atom 1 (C): -0.275, atom 2 (C): -0.288, atom 3 (C): -1.398, atom 4 (C): -1.093

=====

Most stable structure: run B

=====

Run A
DFT (wB97M-V/def2-TZVPD) results for a 2-piece molecular cluster, C5H10NO overall.

The value obtained for the HOMO energy (alpha / beta) is -11.884 / -11.885 eV. The molar mass comes out at 100.141 g mol⁻¹. Its charge is +1. As for the HOMO-LUMO gap (alpha / beta): 6.877 / 6.878 eV. The LUMO energy (alpha / beta) comes out at -5.01 / -5.01 eV.

Atoms and positions in Å:
C1 -2.158 -1.431 0.246
C2 -1.614 1.057 0.366
C3 -1.056 0.627 -0.852
C4 2.388 0.684 -0.199
C5 1.522 -0.377 -0.432
N1 -1.744 -0.292 -0.111
O1 1.373 -1.401 0.412
H1 -1.967 -2.227 -0.454
H2 -2.717 -1.592 1.192
H3 -1.005 1.335 1.270
H4 -2.588 1.517 0.407
H5 -1.265 0.939 -1.817
H6 3.501 0.403 -0.209
H7 2.412 0.900 0.958
H8 2.274 1.688 -0.692
H9 1.006 -0.491 -1.441
H10 1.639 -1.340 1.355

These are the Mulliken partial charges, in e, on atoms 1 to 4: atom 1 (C): -0.279, atom 2 (C): -0.494, atom 3 (C): -0.396, atom 4 (C): -0.976

=====

Run B
DFT (wB97M-V/def2-TZVPD) results for an isolated ion of composition C5H10NO and charge +1.

The value obtained for the HOMO energy is -14.165 eV. The molar mass comes out at 100.141 g mol⁻¹. Its SMILES is C=CC[C@@H]([NH3+])C=O. Its charge is +1. As for the HOMO-LUMO gap: 10.261 eV. The LUMO energy comes out at -3.90 eV.

Atoms and positions in Å:
C1 0.861 -1.489 -1.676
C2 0.193 -0.376 -1.312
C3 -0.986 -0.339 -0.523
C4 -0.622 0.299 0.856
N1 0.706 -0.100 1.362
C5 -0.457 1.946 0.712
O1 0.559 2.426 1.137
H1 0.602 -2.319 -1.035
H2 1.265 -1.404 -2.707
H3 0.443 0.536 -1.827
H4 -1.319 -1.299 -0.460
H5 -1.772 0.377 -0.896
H6 -1.224 -0.092 1.707
H7 1.404 -0.216 0.461
H8 1.179 0.561 1.909
H9 0.602 -0.916 1.964
H10 -1.435 2.406 0.329

These are the Mulliken partial charges, in e, on atoms 1 to 4: atom 1 (C): -0.543, atom 2 (C): -0.574, atom 3 (C): -0.538, atom 4 (C): -0.254

=====

Most stable structure: run B

=====

Run A
DFT (wB97M-V/def2-TZVPD) results for an isolated ion of composition C5H10NO and charge +1.

The value obtained for the HOMO energy is -13.619 eV. The molar mass comes out at 100.141 g mol⁻¹. Its SMILES is C=CCC/[NH+]=C\O. Its charge is +1. As for the HOMO-LUMO gap: 8.900 eV. The LUMO energy comes out at -4.72 eV.

Atoms and positions in Å:
C1 -1.739 -1.340 0.420
C2 -1.345 -0.191 0.852
C3 -0.972 0.608 -0.343
C4 0.272 1.346 0.019
N1 1.498 0.584 0.375
C5 1.878 -0.595 -0.087
O1 1.386 -0.873 -1.248
H1 -2.125 -2.041 1.293
H2 -1.972 -1.497 -0.641
H3 -0.975 0.131 1.879
H4 -1.047 0.044 -1.309
H5 -1.735 1.371 -0.595
H6 0.551 2.100 -0.677
H7 0.040 2.080 0.904
H8 2.279 1.092 0.740
H9 2.676 -1.261 0.283
H10 1.329 -1.559 -1.867

These are the Mulliken partial charges, in e, on atoms 1 to 4: atom 1 (C): -0.733, atom 2 (C): -0.092, atom 3 (C): -0.347, atom 4 (C): -0.880

=====

Run B
DFT (wB97M-V/def2-TZVPD) results for a 2-piece molecular cluster, C5H10NO overall.

The value obtained for the HOMO energy is -13.577 eV. The molar mass comes out at 100.141 g mol⁻¹. Its charge is +1. As for the HOMO-LUMO gap: 8.346 eV. The LUMO energy comes out at -5.23 eV.

Atoms and positions in Å:
C1 -1.111 -3.135 0.192
C2 -1.546 -1.868 0.039
C3 -1.398 -1.417 -1.449
C4 0.081 1.232 0.451
C5 1.925 2.696 0.516
N1 1.060 1.742 -0.160
O1 -1.064 -0.340 -1.813
H1 -0.877 -3.354 1.244
H2 -0.833 -3.819 -0.623
H3 -1.820 -1.066 0.793
H4 -1.342 -2.261 -2.212
H5 -0.413 1.506 1.256
H6 1.344 3.618 0.755
H7 1.975 2.217 1.474
H8 2.969 3.048 0.212
H9 1.538 1.005 -0.652
H10 -0.488 0.198 -0.022

These are the Mulliken partial charges, in e, on atoms 1 to 4: atom 1 (C): -0.701, atom 2 (C): -0.078, atom 3 (C): 0.123, atom 4 (C): 0.207

=====

Most stable structure: run A

=====

Run A
DFT (wB97M-V/def2-TZVPD) results for CH2BN3O6 as an isolated structure.

The value obtained for the HOMO energy (alpha / beta) is -10.881 / -10.881 eV. The molar mass comes out at 162.854 g mol⁻¹. As for the HOMO-LUMO gap (alpha / beta): 8.288 / 8.286 eV. The LUMO energy (alpha / beta) comes out at -2.59 / -2.60 eV.

Atoms and positions in Å:
B1 1.540 -0.114 0.277
C1 -0.076 0.088 0.363
N1 -0.837 -1.355 -1.001
N2 -0.997 0.590 1.371
N3 0.113 0.943 -0.738
O1 -1.967 -1.346 -1.035
O2 -1.716 -0.220 1.980
O3 1.323 0.813 -1.037
O4 0.066 -1.920 -1.379
O5 -1.000 1.770 1.575
O6 -0.693 1.547 -1.408
H1 1.858 -1.267 0.123
H2 2.386 0.471 0.909

These are the Mulliken partial charges, in e, on atoms 1 to 4: atom 1 (B): 0.390, atom 2 (C): -0.267, atom 3 (N): 0.921, atom 4 (N): 0.985

=====

Run B
DFT (wB97M-V/def2-TZVPD) results for a 2-piece molecular cluster, CH2BN3O6 overall.

The value obtained for the HOMO energy is -11.100 eV. The molar mass comes out at 162.854 g mol⁻¹. Its SMILES is O=[N+]([O-])C#[N+][O-].BO[N+](=O)[O-]. As for the HOMO-LUMO gap: 9.245 eV. The LUMO energy comes out at -1.86 eV.

Atoms and positions in Å:
O1 0.576 -1.604 -4.828
N1 0.389 -1.770 -3.618
O2 -0.649 -1.680 -3.076
C1 1.498 -2.133 -2.916
N2 2.529 -2.612 -2.636
O3 3.617 -3.031 -2.494
B1 -0.707 0.068 -1.283
O4 0.576 0.505 -1.297
N3 1.717 -0.381 -1.089
O5 1.662 -1.266 -0.321
O6 2.639 -0.074 -1.807
H1 -1.365 0.913 -1.680
H2 -1.024 -0.882 -0.722

These are the Mulliken partial charges, in e, on atoms 1 to 4: atom 1 (O): -0.509, atom 2 (N): 0.841, atom 3 (O): -0.520, atom 4 (C): 0.191

=====

Most stable structure: run B